Molecular formula: C9H14
Method: DFT, the ωB97M-V functional and the def2-TZVPD basis

Last columns: bonded neighbours and bond lengths (Å).
CARTESIAN COORDINATES (ANGSTROEM)
1 C 0.42515 2.73975 -2.00668  C2 1.521, H3 1.086, H4 1.087, H5 1.102
2 C -0.39580 3.47008 -0.95475  C1 1.521, H6 1.098, H7 1.093, H8 1.091
3 H 1.42439 3.16127 -2.06854  C1 1.086
4 H 0.40202 1.66539 -1.84399  C1 1.087
5 H 0.03025 2.93503 -3.01685  C1 1.102
6 H -0.49108 2.87848 -0.03471  C2 1.098
7 H -1.43196 3.69779 -1.21811  C2 1.093
8 H 0.07450 4.36014 -0.53385  C2 1.091
9 C 1.87481 -2.27275 1.82052  C15 1.521, H21 1.093, H22 1.095, H23 1.101
10 C -1.72447 -1.09052 -0.21598  C11 1.391, C12 1.395, H16 1.087
11 C -1.12556 -2.30035 -0.55127  C10 1.391, C13 1.449, H17 1.080
12 C -1.17117 -0.22332 0.72576  C10 1.395, C14 1.450, H18 1.082
13 C 0.02865 -2.73955 0.20695  C11 1.449, C15 1.400, H19 1.086
14 C 0.01145 -0.63958 1.45483  C12 1.450, C15 1.379, H20 1.089
15 C 0.59796 -1.84073 1.11684  C9 1.521, C13 1.400, C14 1.379
16 H -2.61680 -0.79525 -0.76145  C10 1.087
17 H -1.58785 -2.83693 -1.36726  C11 1.080
18 H -1.71627 0.68991 0.92266  C12 1.082
19 H 0.52714 -3.67790 -0.01520  C13 1.086
20 H 0.37485 -0.01988 2.27311  C14 1.089
21 H 2.75130 -2.08511 1.19436  C9 1.093
22 H 1.77187 -3.32902 2.09046  C9 1.095
23 H 1.96662 -1.74691 2.78314  C9 1.101

Summary:
**HOMO-LUMO gap (alpha / beta)**: 2.90 / 7.05 eV
**Relative energy (zero: lowest compared OMol25 entry of this formula, charge and spin)**: 7.71 kcal/mol
**Electronic energy**: -351.26704 Ha
**Spin multiplicity**: 2
**Net charge**: -1
**Largest force on an atom**: 1.5 eV/A



Molecular formula: C2H3NO3S
Method: DFT, the ωB97M-V functional and the def2-TZVPD basis

Last columns: bonded neighbours and bond lengths (Å).
CARTESIAN COORDINATES (ANGSTROEM)
1 C 0.02996 0.62639 -0.08806  C2 1.573, N6 1.356, O8 1.186
2 C -0.96407 -0.59137 -0.13634  C1 1.573, O9 1.225, S10 1.769
3 H 2.05098 -1.54587 -0.24050  no bonds
4 H 1.95733 1.11027 -0.03381  N6 0.981
5 H -2.42817 1.04462 0.07588  S10 1.325
6 N 1.35490 0.33996 -0.11732  C1 1.356, H4 0.981, O7 1.502
7 O 1.65687 -0.77799 0.83960  N6 1.502
8 O -0.49009 1.69184 -0.11487  C1 1.186
9 O -0.54597 -1.66486 -0.55150  C2 1.225
10 S -2.62173 -0.23299 0.36690  C2 1.769, H5 1.325

Summary:
**HOMO-LUMO gap**: 9.52 eV
**Relative energy (zero: lowest compared OMol25 entry of this formula, charge and spin)**: 91.26 kcal/mol
**Electronic energy**: -756.53071 Ha
**Spin multiplicity**: 1
**Net charge**: 0
**Largest force on an atom**: 7.4 eV/A



Molecular formula: C19H20N2O5S
Method: DFT, the ωB97M-V functional and the def2-TZVPD basis

Last columns: bonded neighbours and bond lengths (Å).
CARTESIAN COORDINATES (ANGSTROEM)
1 C 4.42792 -1.67795 1.91033  C2 1.503, H45 1.087, H46 1.088, H47 1.088
2 C 3.31627 -2.16332 2.79738  C1 1.503, O3 1.211, C4 1.492
3 O 3.50325 -2.47499 3.95210  C2 1.211
4 C 1.95016 -2.23532 2.20117  C2 1.492, C5 1.391, C9 1.395
5 C 1.67511 -1.90452 0.87888  C4 1.391, C6 1.391, H44 1.079
6 C 0.37564 -1.98426 0.39005  C5 1.391, C7 1.392, N13 1.406
7 C -0.65582 -2.41043 1.22136  C6 1.392, C8 1.384, H12 1.076
8 C -0.38061 -2.74122 2.53658  C7 1.384, C9 1.380, H11 1.079
9 C 0.90680 -2.65367 3.02716  C4 1.395, C8 1.380, H10 1.079
10 H 1.13562 -2.90745 4.05100  C9 1.079
11 H -1.18275 -3.07309 3.17815  C8 1.079
12 H -1.65991 -2.47608 0.83897  C7 1.076
13 N 0.16335 -1.65392 -0.96012  C6 1.406, C14 1.357, H43 1.011
14 C -1.01606 -1.46461 -1.60321  N13 1.357, O15 1.216, C16 1.519
15 O -2.10361 -1.46702 -1.06036  C14 1.216
16 C -0.89610 -1.22967 -3.09958  C14 1.519, H17 1.092, H18 1.090, C19 1.537
17 H -1.61433 -1.89554 -3.58274  C16 1.092
18 H 0.10184 -1.45837 -3.47345  C16 1.090
19 C -1.25999 0.21782 -3.46849  C16 1.537, N20 1.446, H41 1.097, H42 1.094
20 N -2.49715 0.67084 -2.87333  C19 1.446, S21 1.661, H40 1.011
21 S -2.43090 2.05546 -1.95899  N20 1.661, O22 1.428, O23 1.434, C24 1.798
22 O -3.76395 2.34276 -1.53463  S21 1.428
23 O -1.70246 3.02305 -2.72672  S21 1.434
24 C -1.42669 1.64986 -0.52436  S21 1.798, C25 1.378, C29 1.382
25 C -0.08477 1.96023 -0.56180  C24 1.378, C26 1.394, H39 1.078
26 C 0.73262 1.60168 0.50849  C25 1.394, C27 1.395, C33 1.487
27 C 0.16395 0.95418 1.60522  C26 1.395, C28 1.384, H32 1.080
28 C -1.19453 0.69081 1.64648  C27 1.384, C29 1.386, H31 1.079
29 C -1.99856 1.02892 0.56963  C24 1.382, C28 1.386, H30 1.078
30 H -3.05720 0.82688 0.56099  C29 1.078
31 H -1.62202 0.21108 2.51273  C28 1.079
32 H 0.80319 0.67547 2.42975  C27 1.080
33 C 2.19594 1.86858 0.50684  C26 1.487, O34 1.211, C35 1.504
34 O 2.96821 1.13401 1.08169  C33 1.211
35 C 2.65036 3.08915 -0.24523  C33 1.504, H36 1.087, H37 1.089, H38 1.087
36 H 2.00874 3.93693 -0.02028  C35 1.087
37 H 2.59802 2.89901 -1.31599  C35 1.089
38 H 3.68071 3.31685 0.01649  C35 1.087
39 H 0.29535 2.47868 -1.42772  C25 1.078
40 H -3.03348 -0.05471 -2.41778  N20 1.011
41 H -1.35050 0.29112 -4.55880  C19 1.097
42 H -0.46841 0.90482 -3.15663  C19 1.094
43 H 1.01177 -1.53270 -1.49602  N13 1.011
44 H 2.46448 -1.57143 0.22286  C5 1.079
45 H 5.36148 -1.68726 2.46657  C1 1.087
46 H 4.52325 -2.31510 1.03407  C1 1.088
47 H 4.20774 -0.66235 1.58785  C1 1.088

Summary:
**HOMO-LUMO gap**: 8.85 eV
**SMILES**: CC(=O)c1cccc(NC(=O)CCNS(=O)(=O)c2cccc(C(C)=O)c2)c1
**Relative energy (zero: lowest compared OMol25 entry of this formula, charge and spin)**: 27.06 kcal/mol
**Electronic energy**: -1619.95369 Ha
**Spin multiplicity**: 1
**Net charge**: 0
**Largest force on an atom**: 1.0 eV/A



Molecular formula: C4H7NO2
Method: DFT, the ωB97M-V functional and the def2-TZVPD basis

Last columns: bonded neighbours and bond lengths (Å).
CARTESIAN COORDINATES (ANGSTROEM)
1 C 1.27941 1.10439 -1.34138  C2 1.507, H8 1.094, H9 1.096, H10 1.092
2 C 0.66164 0.12090 -0.38183  C1 1.507, N3 1.269, O4 1.352
3 N 0.73837 -1.14600 -0.38967  C2 1.269, H11 1.017
4 O -0.07925 0.75308 0.55657  C2 1.352, C5 1.421
5 C -0.75553 -0.10038 1.46886  O4 1.421, C6 1.518, H12 1.094, H13 1.094
6 C -1.89152 -0.84507 0.79176  C5 1.518, O7 1.205, H14 1.111
7 O -2.53203 -1.70023 1.34815  C6 1.205
8 H 2.33356 0.86466 -1.50799  C1 1.094
9 H 0.76028 1.04806 -2.30477  C1 1.096
10 H 1.19963 2.12578 -0.96299  C1 1.092
11 H 1.32922 -1.47149 -1.15072  N3 1.017
12 H -0.07538 -0.82413 1.92715  C5 1.094
13 H -1.17055 0.55710 2.23845  C5 1.094
14 H -2.12211 -0.50781 -0.24176  C6 1.111

Summary:
**HOMO-LUMO gap**: 10.59 eV
**SMILES**: [H]/N=C(\C)OCC=O
**Relative energy (zero: lowest compared OMol25 entry of this formula, charge and spin)**: 31.55 kcal/mol
**Electronic energy**: -361.83059 Ha
**Spin multiplicity**: 1
**Net charge**: 0
**Largest force on an atom**: 0.6 eV/A



Molecular formula: C2H4O3P
Method: DFT, the ωB97M-V functional and the def2-TZVPD basis

Last columns: bonded neighbours and bond lengths (Å).
CARTESIAN COORDINATES (ANGSTROEM)
1 C -0.67687 0.50803 0.35078  C2 1.536, O5 1.197, P6 1.941
2 C -0.86805 -0.96365 -0.04362  C1 1.536, H8 1.075, H9 1.098, H10 1.101
3 O 1.06169 0.51938 -1.62857  P6 1.469
4 O 1.70316 2.09232 0.33933  P6 1.447
5 O -1.49083 1.15710 0.94119  C1 1.197
6 P 1.14656 0.87340 -0.20577  C1 1.941, O3 1.469, O4 1.447, H7 1.462
7 H 1.48239 -0.29959 0.60040  P6 1.462
8 H -1.88933 -1.28206 -0.14596  C2 1.075
9 H -0.28697 -1.53775 0.69004  C2 1.098
10 H -0.18175 -1.06717 -0.89781  C2 1.101

Summary:
**HOMO-LUMO gap**: 8.10 eV
**SMILES**: CC(=O)[P@@H](=O)[O-]
**Relative energy (zero: lowest compared OMol25 entry of this formula, charge and spin)**: 19.61 kcal/mol
**Electronic energy**: -645.77318 Ha
**Spin multiplicity**: 1
**Net charge**: -1
**Largest force on an atom**: 3.5 eV/A



Molecular formula: C4H11NO
Method: DFT, the ωB97M-V functional and the def2-TZVPD basis

Last columns: bonded neighbours and bond lengths (Å).
CARTESIAN COORDINATES (ANGSTROEM)
1 C -0.88806 0.61569 -0.62112  N2 1.498, C5 1.580, H6 1.078, H7 1.084
2 N -0.88651 -0.76713 -0.04470  C1 1.498, C3 1.519, H8 1.024
3 C -0.05049 -0.75154 1.22336  N2 1.519, C4 1.503, H9 1.078, H10 1.098
4 C 0.91501 0.36023 0.92194  C3 1.503, C5 1.528, H11 1.093, H12 1.131
5 C 0.01459 1.46072 0.36304  C1 1.580, C4 1.528, H13 1.106, H14 1.101
6 H -1.84203 1.11827 -0.62282  C1 1.078
7 H -0.41322 0.60533 -1.59585  C1 1.084
8 H -1.85173 -1.07243 0.11237  N2 1.024
9 H 0.41158 -1.71724 1.34885  C3 1.078
10 H -0.55205 -0.49941 2.16733  C3 1.098
11 H 1.54398 0.63037 1.77464  C4 1.093
12 H 1.62350 -0.03383 0.13399  C4 1.131
13 H 0.71989 2.19260 -0.07425  C5 1.106
14 H -0.53143 2.02285 1.13690  C5 1.101
15 H 0.10759 -1.35931 -1.42237  O17 0.992
16 H 1.03724 -1.03500 -2.65058  O17 0.973
17 O 0.64214 -1.77017 -2.15072  H15 0.992, H16 0.973

Summary:
**HOMO-LUMO gap**: 10.51 eV
**SMILES**: C1CCNC1.O
**Relative energy (zero: lowest compared OMol25 entry of this formula, charge and spin)**: 22.53 kcal/mol
**Electronic energy**: -288.98112 Ha
**Spin multiplicity**: 1
**Net charge**: 0
**Largest force on an atom**: 2.3 eV/A